[1]
Entry from the Open Molecules 2025 dataset: a 2-piece molecular cluster, C3H8N2O overall at a distorted geometry (wB97M-V/def2-TZVPD).

Computed properties:
HOMO-LUMO gap	0.3424	Eh
highest occupied orbital energy	-8.35	eV
lowest unoccupied orbital energy	0.966	eV
SMILES	[H]/N=C/N.C=CO
2S+1	1

Geometry as XYZ:
```
14
Properties=species:S:1:pos:R:3:forces:R:3:mulliken_charge:R:1
O -0.28705 -1.03596 0.55422 0.1 -0.5 0.2 -0.665
N 0.53179 1.54084 0.73852 -1.2 -2.0 -0.9 -0.342
N 1.80102 -0.00396 -0.54278 -1.8 2.6 1.7 -0.606
C -2.50324 -0.93949 -0.20128 0.3 0.5 -2.5 -0.701
C -1.15486 -0.93800 -0.47652 -3.0 -0.6 1.7 0.067
C 1.54854 1.24358 -0.14671 1.3 -1.2 0.0 0.090
H 0.52492 2.25384 1.44130 0.5 0.5 -0.4 0.197
H -3.01004 -0.86490 0.75400 0.7 -0.3 0.3 0.258
H -3.27038 -0.89775 -1.04540 1.5 0.0 1.0 0.209
H 2.51186 -0.18677 -1.20887 0.8 0.7 -0.6 0.166
H -0.22906 0.79880 0.87406 1.9 1.2 -0.1 0.264
H 0.66449 -0.99670 0.24635 -0.5 0.3 -0.4 0.410
H -0.75984 -0.91223 -1.47408 0.2 0.0 -0.3 0.342
H 2.19212 2.13873 -0.44426 -0.8 -1.2 0.4 0.311
```
Forces are in eV/Å.

[2]
Entry from the Open Molecules 2025 dataset: a 2-piece molecular cluster, C2HNO3S overall at a distorted geometry (wB97M-V/def2-TZVPD).

Computed properties:
HOMO-LUMO gap	0.3466	Eh
highest occupied orbital energy	-9.66	eV
lowest unoccupied orbital energy	-0.229	eV
SMILES	O=C1NS1.O=C=O
2S+1	1

Geometry as XYZ:
```
8
Properties=species:S:1:pos:R:3:forces:R:3:mulliken_charge:R:1
S -1.74116 -0.33953 0.62537 -0.3 -0.5 0.2 -0.105
O 2.24919 -0.15549 0.88222 0.6 1.5 0.6 -0.356
O 1.49199 -2.17570 0.12288 -0.6 -1.6 -0.6 -0.369
O -1.41386 2.37406 0.08580 0.1 0.8 -0.3 -0.406
N -0.53972 0.23321 -0.60685 1.0 -0.3 -0.5 -0.272
C -1.22287 1.22592 -0.02695 -0.5 -0.1 0.5 0.516
C 1.86170 -1.16168 0.50191 0.1 0.2 0.1 0.731
H -0.68526 -0.00079 -1.58439 -0.3 0.1 0.0 0.261
```
Forces are in eV/Å.